Record 1
Formula: C4H8N2O2S
Source: the OMol25 dataset
Level of theory: ωB97M-V/def2-TZVPD

Geometry as ORCA input:
```
! wB97M-V def2-TZVPD RIJCOSX def2/J DEFGRID3
* xyz 0 1
C -0.91 -0.77 0.61
C 0.10 0.22 1.01
C 1.46 -1.49 0.00
C 0.31 2.21 -0.91
N 0.32 -0.64 -0.12
N -2.11 -0.57 -0.18
O -3.16 -1.07 0.17
O -1.95 -0.05 -1.26
S -0.16 1.98 0.80
H -1.02 -1.54 1.37
H 0.68 0.08 1.91
H 2.30 -0.99 0.34
H 1.28 -2.13 0.87
H 1.62 -2.05 -1.04
H 0.14 1.31 -1.40
H 1.46 2.50 -0.83
H -0.34 2.99 -1.34
*
```

Results
- largest force on an atom (eV/A) = 4.327
- HOMO-LUMO gap (eV) = 8.9
- lowest unoccupied orbital energy (eV) = 0.08

Charges obtained by Mulliken population analysis, quoted in units of e: -0.2335, -0.2127, -0.9604, -0.7357, -0.1956, 0.9340, -0.5979, -0.5037, -0.1816, 0.4136, 0.4366, 0.3702, 0.3592, 0.2565, 0.3044, 0.2153, 0.3314

---

Record 2
Formula: C16H24N6O3
Source: the OMol25 dataset
Level of theory: ωB97M-V/def2-TZVPD

Geometry as ORCA input:
```
! wB97M-V def2-TZVPD RIJCOSX def2/J DEFGRID3
* xyz 0 1
C 5.40 0.81 1.84
H 6.20 1.00 1.13
H 5.59 -0.15 2.33
C 4.05 0.78 1.14
C 3.77 2.11 0.43
C 2.38 2.09 -0.21
C 1.33 1.75 0.86
N 1.59 0.50 1.56
C 2.92 0.52 2.15
H 3.08 -0.44 2.66
H 2.92 1.31 2.90
C 1.31 -0.68 0.78
C -0.14 -0.78 0.47
N -1.11 -0.41 1.30
C -2.26 -0.62 0.63
C -2.00 -1.13 -0.64
N -0.63 -1.25 -0.71
C 0.10 -1.79 -1.83
H -0.54 -2.53 -2.32
H 1.01 -2.28 -1.48
C 0.46 -0.66 -2.81
O 1.54 -0.11 -2.78
N -0.54 -0.37 -3.65
H -0.42 0.38 -4.31
H -1.43 -0.85 -3.59
C -3.03 -1.37 -1.59
O -2.89 -1.71 -2.76
N -4.29 -1.13 -1.05
C -4.59 -0.66 0.23
O -5.73 -0.48 0.58
N -3.52 -0.38 1.06
C -3.77 0.15 2.38
H -4.30 -0.60 2.99
H -2.81 0.39 2.82
H -4.40 1.03 2.31
C -5.45 -1.36 -1.90
H -6.12 -2.07 -1.41
H -5.99 -0.43 -2.05
H -5.10 -1.75 -2.85
H 1.60 -1.55 1.38
H 1.87 -0.72 -0.17
H 0.33 1.69 0.41
H 1.31 2.54 1.61
H 2.15 3.07 -0.64
H 2.35 1.36 -1.02
H 4.53 2.29 -0.34
H 3.82 2.92 1.16
H 4.06 -0.02 0.39
H 5.42 1.59 2.60
*
```

Results
- largest force on an atom (eV/A) = 1.489
- HOMO-LUMO gap (eV) = 8.9
- lowest unoccupied orbital energy (eV) = 0.59

Charges obtained by Mulliken population analysis, quoted in units of e: -1.8031, 0.4036, 0.4383, 1.1469, -1.0563, -0.1950, -0.8242, 0.1359, -1.2932, 0.4035, 0.3969, -0.2493, -0.2780, -0.7247, 1.2336, -0.1842, 0.1014, -1.1751, 0.4910, 0.5459, 0.5908, -0.6444, -0.2880, 0.2572, 0.2282, 0.7313, -0.8479, -0.0306, 0.4581, -0.6530, 0.0164, -1.0535, 0.2997, 0.3592, 0.3268, -1.1519, 0.3279, 0.3343, 0.3650, 0.3132, 0.1255, 0.3133, 0.4380, 0.4157, 0.0661, 0.4160, 0.2963, 0.1111, 0.3653

---

Record 3
Formula: C5H10N2O
Source: the OMol25 dataset
Level of theory: ωB97M-V/def2-TZVPD

Geometry as ORCA input:
```
! wB97M-V def2-TZVPD RIJCOSX def2/J DEFGRID3
* xyz 0 1
C 0.31 1.06 -1.25
C -0.22 1.46 -0.14
C 1.21 0.87 -0.13
C 1.39 -0.54 0.12
C -1.84 -1.52 1.00
H -0.50 -0.59 -1.38
H 0.31 1.95 -1.84
H -0.86 0.80 0.55
H -0.47 2.54 -0.02
H 1.94 1.58 -0.04
H 0.97 -1.14 -0.94
H 2.73 -0.88 0.20
H -0.02 0.25 1.59
H -2.02 -1.37 2.10
H -2.79 -1.89 0.48
N 0.45 -0.96 1.22
N -0.62 -1.49 0.47
O 0.02 -0.15 -1.99
*
```

Results
- largest force on an atom (eV/A) = 10.587
- HOMO-LUMO gap (eV) = 9.2
- lowest unoccupied orbital energy (eV) = 0.32

Charges obtained by Mulliken population analysis, quoted in units of e: 0.0286, -0.4151, -0.6043, -0.5112, -0.3240, 0.3496, 0.3937, 0.0638, 0.2415, 0.4498, 0.4607, 0.2415, 0.4168, 0.3144, 0.2392, -0.4186, -0.3610, -0.5652

---

Record 4
Formula: C32H42CrN4OS
Source: the OMol25 dataset
Level of theory: ωB97M-V/def2-TZVPD

Geometry as ORCA input:
```
! wB97M-V def2-TZVPD RIJCOSX def2/J DEFGRID3
* xyz 1 2
Cr 0.05 0.08 -0.28
C -1.07 -0.57 -2.02
C 0.17 -1.28 -2.07
C 0.16 -2.21 -0.97
C -1.07 -1.98 -0.29
C -1.85 -1.00 -0.92
C -3.32 -0.72 -0.68
C -3.67 0.76 -0.87
C -3.73 -1.14 0.73
C -4.10 -1.55 -1.70
C 0.93 -3.50 -0.65
C 0.24 -4.61 -1.47
C 2.42 -3.53 -0.98
C 0.75 -3.90 0.82
C 1.10 -1.13 -3.29
C 1.08 -2.43 -4.13
C 2.54 -0.76 -2.94
C 0.58 -0.03 -4.23
H -1.41 0.12 -2.77
H -1.39 -2.53 0.58
H -3.12 1.39 -0.18
H -4.74 0.91 -0.69
H -3.48 1.08 -1.89
H -3.12 -0.66 1.50
H -3.65 -2.22 0.87
H -4.78 -0.88 0.90
H -3.88 -1.23 -2.72
H -5.17 -1.43 -1.54
H -3.86 -2.61 -1.61
H 0.38 -4.48 -2.54
H -0.83 -4.63 -1.28
H 0.65 -5.58 -1.19
H 2.63 -3.36 -2.03
H 2.80 -4.53 -0.74
H 3.00 -2.82 -0.39
H -0.26 -4.26 1.02
H 0.95 -3.10 1.53
H 1.43 -4.72 1.05
H 1.68 -3.22 -3.69
H 1.49 -2.22 -5.12
H 0.06 -2.79 -4.25
H 2.95 -1.32 -2.10
H 2.60 0.30 -2.69
H 3.19 -0.92 -3.80
H -0.38 -0.30 -4.68
H 1.30 0.10 -5.04
H 0.48 0.93 -3.73
O -0.83 1.59 0.71
N -0.89 1.75 2.04
C -1.22 2.99 2.48
C -1.31 3.24 3.81
C -1.06 2.19 4.71
C -0.73 0.95 4.23
C -0.64 0.71 2.85
S -0.32 -0.78 2.09
H -1.39 3.71 1.69
H -1.57 4.23 4.15
H -1.12 2.36 5.78
H -0.53 0.12 4.90
N 2.74 2.07 -1.04
C 3.07 1.03 -0.20
C 4.43 0.93 0.10
C 4.87 -0.08 0.92
C 3.94 -0.99 1.40
C 2.63 -0.82 1.05
N 2.15 0.17 0.26
C 1.55 2.55 -1.54
C 1.61 3.78 -2.23
C 0.47 4.32 -2.73
C -0.74 3.65 -2.52
C -0.71 2.46 -1.85
N 0.42 1.87 -1.39
H 3.53 2.65 -1.28
H 5.12 1.66 -0.31
H 5.92 -0.16 1.16
H 4.22 -1.81 2.04
H 1.88 -1.50 1.42
H 2.57 4.27 -2.34
H 0.50 5.26 -3.26
H -1.68 4.05 -2.88
H -1.62 1.93 -1.65
*
```

Results
- largest force on an atom (eV/A) = 2.055
- <S²> = 0.776
- HOMO-LUMO gap (spin up / spin down) (eV) = 7.7 / 7.8
- lowest unoccupied orbital energy (spin up / spin down) (eV) = -2.67 / -2.55

Charges obtained by Mulliken population analysis, quoted in units of e: 0.4409, -1.9564, 0.3247, 1.8571, -1.4456, 1.6164, 1.3842, -1.6246, -1.6625, -1.6714, 1.7808, -1.5606, -1.8705, -1.7639, 1.5688, -1.8823, -1.6470, -2.1074, 1.1944, 0.8174, 0.1890, 0.5781, 0.3075, 0.1630, 0.3142, 0.4800, 0.3178, 0.4604, 0.3296, 0.2758, 0.2868, 0.4779, 0.2430, 0.6356, 0.1549, 0.3389, 0.3413, 0.5270, 0.2119, 0.5465, 0.3506, -0.0119, 0.1661, 0.6660, 0.3792, 0.4738, 0.3503, -0.3350, 0.2688, -0.4487, -0.7960, -0.2797, -1.0051, 0.8881, -0.0872, 0.5352, 0.4372, 0.4074, 0.5071, 0.3095, 0.4378, -1.2236, -0.6107, -1.0890, -1.0093, 1.1874, 0.1013, -1.1142, -0.7664, -1.4388, -0.5968, 1.5171, 0.2104, 0.5195, 0.4447, 0.5266, 0.2556, 0.5445, 0.4427, 0.5664, 0.3471

---

Record 5
Formula: C26H31As2ClO3Pb
Source: the OMol25 dataset
Level of theory: ωB97M-V/def2-TZVPD

Geometry as ORCA input:
```
! wB97M-V def2-TZVPD RIJCOSX def2/J DEFGRID3
* xyz 0 1
Pb -0.66 2.71 -0.60
C -2.00 0.89 4.36
As -1.19 1.13 2.61
C 0.23 2.35 3.21
C -0.12 -0.51 2.53
C -0.39 -1.57 3.39
C 0.35 -2.75 3.35
C 1.39 -2.88 2.43
C 1.64 -1.84 1.55
C 0.90 -0.67 1.58
As 1.30 0.69 0.24
C 3.00 1.34 0.95
C 1.99 -0.36 -1.24
H -2.81 0.18 4.32
H -2.41 1.86 4.64
H -1.26 0.58 5.10
H 0.99 1.81 3.78
H -0.23 3.11 3.84
H 0.69 2.86 2.36
H -1.19 -1.49 4.12
H 0.12 -3.56 4.03
H 1.98 -3.78 2.39
H 2.43 -1.97 0.82
H 3.66 0.49 1.12
H 2.84 1.87 1.88
H 3.45 2.02 0.23
H 2.88 -0.91 -0.93
H 2.27 0.34 -2.03
H 1.21 -1.02 -1.59
C 0.27 2.59 -2.73
C 1.13 3.80 -2.64
C 0.63 5.09 -2.85
C 1.42 6.21 -2.67
C 2.74 6.08 -2.25
C 3.26 4.81 -2.02
C 2.46 3.69 -2.21
H 0.84 1.68 -2.89
H -0.52 2.67 -3.48
H -0.40 5.20 -3.19
H 1.01 7.19 -2.86
H 3.36 6.96 -2.11
H 4.29 4.69 -1.70
H 2.88 2.70 -2.05
C -2.81 -4.33 -3.19
C -2.18 -4.24 -1.83
C -1.51 -5.31 -1.27
C -0.94 -5.21 -0.01
Cl -0.09 -6.58 0.67
C -1.02 -4.03 0.70
C -1.68 -2.94 0.15
C -2.26 -3.05 -1.10
O -2.95 -2.04 -1.72
C -3.26 -0.89 -0.98
C -2.10 0.10 -0.94
O -0.94 -0.32 -0.96
O -2.44 1.33 -0.85
H -2.67 -5.32 -3.62
H -2.39 -3.59 -3.88
H -3.88 -4.12 -3.15
H -1.43 -6.24 -1.82
H -0.56 -3.95 1.68
H -1.69 -2.00 0.69
H -3.51 -1.14 0.06
H -4.12 -0.42 -1.43
*
```

Results
- largest force on an atom (eV/A) = 0.495
- HOMO-LUMO gap (eV) = 7.9
- lowest unoccupied orbital energy (eV) = 0.32

Charges obtained by Mulliken population analysis, quoted in units of e: 0.8091, -1.4041, 0.5034, -0.9818, -0.0043, 0.2575, -0.8066, -0.8890, -0.4559, -0.0578, 0.8589, -1.2511, -1.3713, 0.3962, 0.4427, 0.4009, 0.3249, 0.4747, 0.1739, 0.4094, 0.3485, 0.3138, 0.2981, 0.3982, 0.3292, 0.3444, 0.6108, 0.3766, 0.3024, -1.6674, 0.5587, -0.4103, -0.5212, -0.4391, -0.8171, -0.0240, 0.3342, 0.6306, 0.3926, 0.3771, 0.3810, 0.3972, 0.3976, -1.3025, 0.6542, -0.6294, -0.2153, -0.2674, -0.9217, 0.0541, 0.4911, -0.4811, -0.7690, 0.8238, -0.3801, -0.7976, 0.3945, 0.2816, 0.2920, 0.3616, 0.6740, 0.2762, 0.3095, 0.4098

---

Record 6
Formula: C6H13N
Source: the OMol25 dataset
Level of theory: ωB97M-V/def2-TZVPD

Geometry as ORCA input:
```
! wB97M-V def2-TZVPD RIJCOSX def2/J DEFGRID3
* xyz 0 1
C -1.17 1.80 0.20
N 0.02 1.17 -0.42
C 0.93 0.49 0.54
C 0.82 -1.01 0.73
C 1.08 -1.71 -0.56
C 2.19 -2.43 -0.78
C -2.55 1.24 -0.17
H -1.03 2.89 -0.01
H -1.10 1.70 1.30
H -0.31 0.53 -1.14
H 1.88 0.89 0.15
H 0.89 0.99 1.50
H 1.45 -1.40 1.54
H -0.16 -1.35 1.13
H 0.28 -1.77 -1.31
H 2.47 -2.62 -1.81
H 2.94 -2.82 -0.10
H -2.87 0.41 0.44
H -3.25 2.09 -0.04
H -2.52 0.88 -1.20
*
```

Results
- largest force on an atom (eV/A) = 1.969
- HOMO-LUMO gap (eV) = 9.8
- lowest unoccupied orbital energy (eV) = 1.16

Charges obtained by Mulliken population analysis, quoted in units of e: -0.2734, -0.3409, -0.7628, -0.4188, -0.0587, -0.8699, -1.1135, 0.3559, 0.1914, 0.1982, 0.3389, 0.3846, 0.3786, 0.2217, 0.3159, 0.2329, 0.2906, 0.2939, 0.3297, 0.3059

---

Result set for total energy: -815.2075; -1178.4530; -380.9647; -2981.3166; -6359.6449; -291.0922 hartree, one per record in the order listed.
Result set for molar mass: 148.2; 348.4; 114.1; 582.8; 784.0; 99.2 g/mol, one per record in the order listed.
Result set for relative energy (zero: lowest compared OMol25 entry of this formula, charge and spin): 523.9; 5.9; 842.1; 13.1; 0.0; 174.8 kJ/mol, one per record in the order listed.